This record from the Open Molecules 2025 dataset describes 2 unconnected molecules or ions with the total composition C5H16N3. The level of theory is ωB97M-V with the def2-TZVPD basis set.

Each line ends with the natural charge from an NBO analysis.
Positions of all 24 atoms, in Å:
C (-2.1862, 1.3051, -0.4579)  -0.548
C (-1.1437, 1.6798, 0.2800)  -0.013
N (-0.8578, 1.2327, 1.5559)  -0.642
C (-0.1435, 2.1549, 2.4405)  -0.415
H (-2.9812, 0.6401, -0.1329)  0.195
H (-2.2982, 1.6585, -1.4741)  0.231
H (-0.3961, 2.3501, -0.1218)  0.213
H (-1.6610, 0.8260, 2.0178)  0.380
H (-0.1273, 1.7392, 3.4465)  0.221
H (0.8830, 2.2856, 2.1054)  0.205
H (-0.6179, 3.1341, 2.5007)  0.200
C (1.7148, -1.4272, -0.7244)  -0.242
N (2.7049, -1.5588, -1.7829)  -0.816
C (0.3550, -1.6821, -1.3509)  -0.216
N (-0.7197, -1.4606, -0.3081)  -0.691
H (1.7178, -0.4577, -0.2200)  0.178
H (1.9240, -2.1986, 0.0189)  0.205
H (2.6931, -0.7430, -2.3860)  0.365
H (3.6367, -1.6136, -1.3901)  0.382
H (0.2641, -2.7115, -1.6900)  0.236
H (0.1567, -0.9758, -2.1531)  0.226
H (-1.6584, -1.5472, -0.6951)  0.443
H (-0.5998, -2.1266, 0.4546)  0.433
H (-0.6595, -0.5035, 0.0669)  0.471

The calculation puts the HOMO energy at -12.3 eV. As for the energy: -364.10646 hartree. For the energy above the lowest of the compared OMol25 structures with the same formula, charge and spin, the calculation gives 1.8748 eV. The LUMO energy is -3.1 eV. As for the molar mass: 118.20 g mol⁻¹. Its charge is +1.